Here is C30H37EuN7O4 as an isolated structure in a non-equilibrium geometry from the Open Molecules 2025 dataset. Energies are from the ωB97M-V functional and the def2-TZVPD basis.

Positions of all 79 atoms, in Å:
Eu 0.0356 0.4596 0.1637
C 2.3810 -3.3213 1.8070
C 3.5568 -3.5098 1.0546
C 3.6286 -2.9152 -0.1733
C 2.5874 -2.1193 -0.6262
N 1.5882 -1.7816 0.1589
C 1.4655 -2.4535 1.3083
N 2.5594 -1.8001 -1.9549
C 1.9375 -0.8292 -2.5399
N 1.2386 0.2553 -2.1401
C 0.7458 0.9182 -3.2695
N 0.3724 2.1418 -3.4283
C 0.2411 3.1408 -2.4354
C 0.6369 4.4591 -2.7641
C 0.4498 5.4179 -1.8247
C -0.2271 5.0485 -0.6370
C -0.5485 3.7512 -0.3778
N -0.3050 2.7542 -1.2653
C 0.9587 0.0929 -4.4738
C 0.4361 0.1976 -5.7369
C 0.5154 -0.9179 -6.5497
C 1.2756 -2.0511 -6.1429
C 1.8404 -2.1430 -4.8532
C 1.6909 -1.0042 -4.0371
H 2.1163 -3.8423 2.7503
H 4.3046 -4.2014 1.3346
H 4.4871 -3.0746 -0.8470
H 0.5776 -2.3011 1.9760
H 1.1760 4.6596 -3.6868
H 0.4981 6.4543 -2.0981
H -0.2771 5.7555 0.1660
H -1.0927 3.6520 0.5722
H -0.2045 1.0669 -6.0025
H 0.0083 -0.9071 -7.5385
H 1.2901 -2.9214 -6.8128
H 2.3940 -3.0355 -4.5123
C 3.4938 -0.4873 4.2914
N 3.1148 0.2517 3.0679
C 4.0206 0.3420 1.9278
C 1.9265 0.8727 2.8677
O 1.6971 1.5801 1.8537
C 0.7120 0.7938 3.8692
O -0.0960 -0.1257 3.1532
C -1.4701 -0.1429 3.3911
C -2.1221 1.0693 2.6616
O -1.4894 1.8805 2.0407
N -3.5070 1.1505 2.6582
C -4.4577 0.4226 3.3877
C -4.0616 2.1372 1.8516
H 3.7824 -1.4961 4.0119
H 2.5163 -0.6753 4.8094
H 4.1515 0.1401 4.9020
H 4.7690 -0.5078 1.9782
H 4.6021 1.2487 1.9091
H 3.4827 0.3499 0.9667
H 0.2470 1.7853 3.9033
H 0.9003 0.3796 4.8695
H -1.8803 -0.0160 4.5858
H -1.8251 -1.0562 2.9846
H -4.0075 -0.4829 3.7953
H -5.3968 0.2225 2.8461
H -4.7227 0.9920 4.2769
H -3.5167 2.2674 0.8886
H -4.0415 3.1349 2.3291
H -5.1386 1.9826 1.6243
C -1.8348 -0.8674 -1.8723
C -2.3575 -1.4081 -0.5426
C -2.1242 -2.9758 -0.4249
C -3.8763 -1.2520 -0.5576
O -1.7548 -0.8070 0.5751
H -2.3082 -1.2995 -2.7447
H -0.7630 -1.1019 -2.0236
H -1.9607 0.2372 -1.8735
H -2.3190 -3.4864 -1.3358
H -2.8067 -3.2700 0.3654
H -1.0543 -3.1201 -0.2035
H -4.3148 -1.7909 -1.3862
H -4.2841 -0.2381 -0.6219
H -4.2632 -1.7286 0.3800

Results
Charge: 0
E_tot, Eh: -2559.99147
HOMO-LUMO gap (spin up / spin down), eV: 6.11 / 7.76
Multiplicity: 8

Partial atomic charges computed with the Mulliken method, in multiples of e: number 1, Eu, carries 0.85; number 2, C, carries -1.10; number 3, C, carries -0.56; number 4, C, carries -0.79; number 5, C, carries -0.03; number 6, N, carries 0.96; number 7, C, carries 0.25; number 8, N, carries -0.50; number 9, C, carries 0.02; number 10, N, carries -0.30; number 11, C, carries 0.18; number 12, N, carries -0.49; number 13, C, carries 0.40; number 14, C, carries -0.99; number 15, C, carries -0.28; number 16, C, carries -0.99; number 17, C, carries 0.10; number 18, N, carries 0.08; number 19, C, carries 0.21; number 20, C, carries -0.24; number 21, C, carries -0.49; number 22, C, carries -0.50; number 23, C, carries -0.50; number 24, C, carries 0.35; number 25, H, carries 0.44; number 26, H, carries 0.47; number 27, H, carries 0.46; number 28, H, carries -0.01; number 29, H, carries 0.42; number 30, H, carries 0.40; number 31, H, carries 0.40; number 32, H, carries 0.37; number 33, H, carries 0.42; number 34, H, carries 0.35; number 35, H, carries 0.34; number 36, H, carries 0.44; number 37, C, carries -0.95; number 38, N, carries 0.24; number 39, C, carries -0.79; number 40, C, carries 0.40; number 41, O, carries -0.75; number 42, C, carries -0.53; number 43, O, carries 0.14; number 44, C, carries -1.08; number 45, C, carries 0.66; number 46, O, carries -0.49; number 47, N, carries 0.37; number 48, C, carries -1.07; number 49, C, carries -1.05; number 50, H, carries 0.36; number 51, H, carries 0.25; number 52, H, carries 0.32; number 53, H, carries 0.33; number 54, H, carries 0.36; number 55, H, carries 0.14; number 56, H, carries 0.25; number 57, H, carries 0.40; number 58, H, carries 0.30; number 59, H, carries 0.39; number 60, H, carries 0.35; number 61, H, carries 0.32; number 62, H, carries 0.40; number 63, H, carries 0.19; number 64, H, carries 0.31; number 65, H, carries 0.38; number 66, C, carries -2.09; number 67, C, carries 1.95; number 68, C, carries -1.57; number 69, C, carries -1.85; number 70, O, carries -0.12; number 71, H, carries 0.71; number 72, H, carries 0.31; number 73, H, carries 0.34; number 74, H, carries 0.41; number 75, H, carries 0.45; number 76, H, carries 0.08; number 77, H, carries 0.44; number 78, H, carries 0.30; number 79, H, carries 0.36